No. 1
H3I3Si2 | ωB97M-V/def2-TZVPD

* orbital gap: 7.640 eV
* energy relative to the best compared isomer or geometry (same formula, charge and spin): 0.293 eV
* net charge: 0
* LUMO energy: -1.571 eV

Each line ends with the natural charge from an NBO analysis.
Element x y z (Å)
Si (-0.5958, 0.4245, 1.4416)  0.644
Si (0.9871, -1.6275, -2.7384)  0.607
I (1.2065, -0.9860, 2.2061)  -0.216
I (2.3185, 0.2719, -1.9308)  -0.270
I (-1.3400, -0.5302, -2.9359)  -0.335
H (0.2612, 1.3227, 0.7565)  -0.165
H (-1.6049, -0.1361, 0.5680)  -0.141
H (-1.2326, 1.2606, 2.6329)  -0.126

Atomic forces in eV per Å
-0.6 1.3 1.8
-0.7 0.4 0.0
0.0 -0.6 0.3
0.0 0.0 0.0
0.7 -0.4 0.1
0.3 0.9 -0.8
-0.3 -0.5 -0.1
0.5 -1.1 -1.1

No. 2
CH4NaO2 | ωB97M-V/def2-TZVPD

* orbital gap (spin up / spin down): 5.451 / 5.425 eV
* energy relative to the best compared isomer or geometry (same formula, charge and spin): 1.887 eV
* net charge: 0
* LUMO energy (spin up / spin down): -1.135 / -1.166 eV
* spin multiplicity: 2

Each line ends with the natural charge from an NBO analysis.
Element x y z (Å)
H (-3.0611, 1.7084, 0.0084)  -0.005
O (-0.2861, 1.0339, 0.0156)  -0.792
Na (1.2077, 2.8018, 0.1954)  0.941
O (-0.0499, -0.1000, -0.7889)  -0.367
C (0.4473, -1.1466, -0.0025)  -0.249
H (0.5395, -2.0227, -0.6575)  0.175
H (1.4447, -0.8893, 0.4024)  0.133
H (-0.2421, -1.3854, 0.8271)  0.164

Atomic forces in eV per Å
0.0 0.0 0.0
0.6 1.2 0.8
-0.8 -1.0 -0.2
0.2 -0.7 -0.7
-0.2 0.3 0.1
0.0 0.2 0.1
-0.2 -0.1 0.1
0.3 0.1 -0.1

No. 3
C32H49AlBeBr3Cl2FKN4O6P2S2 | ωB97M-V/def2-TZVPD

* orbital gap: 2.087 eV
* net charge: +3
* LUMO energy: -10.991 eV

Each line ends with the Mulliken charge.
Element x y z (Å)
C (6.2258, 1.6281, 0.9119)  -1.389
C (5.7055, 2.5147, -0.2475)  0.076
O (5.5884, 3.8766, 0.1342)  -0.419
C (4.5548, 4.5073, -0.5639)  0.233
O (4.6420, 4.6163, -1.7549)  -0.508
C (3.2765, 5.0405, 0.1479)  -0.106
C (3.5095, 5.2488, 1.6580)  -0.397
C (2.2172, 5.2673, 2.5534)  -1.253
C (1.0605, 4.3508, 2.1600)  0.378
C (-0.1898, 4.9705, 2.1233)  0.677
N (-0.3323, 6.3652, 2.4218)  -0.533
C (-1.3389, 4.2286, 1.8147)  -0.075
N (-2.6025, 4.8126, 1.7676)  -0.562
C (-1.1722, 2.8718, 1.5314)  0.558
C (0.0631, 2.2032, 1.5294)  -1.083
C (1.1797, 2.9594, 1.8771)  0.875
C (2.5618, 2.3157, 1.9761)  2.537
C (3.1513, 2.4877, 3.4246)  -2.731
C (3.1843, 1.0804, 4.2347)  -0.913
C (1.7081, 0.7580, 4.6222)  -0.934
O (1.2520, -0.3857, 3.9194)  -0.148
C (1.5595, -1.5680, 4.6680)  -0.864
N (0.0758, 0.8241, 1.2212)  0.411
C (-0.5692, 0.4547, 0.0271)  -1.818
C (-1.8826, 0.8680, -0.1551)  1.535
C (-2.6605, 0.5413, -1.2679)  -0.212
P (-4.3995, 1.1338, -1.3458)  0.090
S (-5.3644, 0.3396, 0.1513)  -0.294
C (-2.0751, -0.2356, -2.2202)  1.017
F (-2.8247, -0.5863, -3.2755)  -0.452
C (-0.7541, -0.6799, -2.1359)  -0.775
C (-0.3055, -1.5391, -3.3112)  -2.168
C (-0.5621, -3.0774, -3.1479)  -0.740
C (-0.1748, -3.7225, -1.8167)  -0.199
C (1.2798, -4.2897, -1.8681)  -0.457
O (1.2208, -5.7048, -1.8856)  -0.369
C (1.6509, -6.2479, -0.6805)  -0.786
C (0.0108, -0.3422, -1.0145)  0.825
P (1.7425, -0.9167, -0.7516)  0.132
O (2.5682, 0.5073, -0.4385)  -0.669
O (2.4404, -1.4809, -2.1549)  -0.050
S (-2.5671, 1.8783, 1.1368)  -0.225
H (5.6874, 0.6362, 0.9528)  0.390
H (6.0960, 2.1430, 1.9144)  0.334
H (7.2944, 1.3942, 0.8254)  0.513
H (4.7674, 2.0636, -0.5967)  -0.094
H (6.4300, 2.3896, -1.0629)  0.489
H (3.1129, 6.0149, -0.3190)  0.629
H (2.4993, 4.3073, -0.0936)  -0.091
H (3.9769, 6.2355, 1.7723)  0.708
H (4.2205, 4.5421, 2.0978)  -0.029
H (1.8843, 6.3061, 2.6038)  0.510
H (2.5322, 5.0194, 3.5764)  0.345
H (-0.7536, 6.4693, 3.3414)  0.293
H (-0.9311, 6.8239, 1.7448)  0.306
H (-3.2034, 4.3492, 1.0944)  0.171
H (-2.5433, 5.7740, 1.4480)  0.249
H (3.2547, 2.7425, 1.2407)  -2.241
H (2.5465, 1.2383, 1.8015)  0.607
H (4.1453, 2.9901, 3.3829)  1.003
H (2.4545, 3.1185, 3.9778)  0.398
H (3.6606, 0.2998, 3.5778)  0.560
H (3.7497, 1.2918, 5.1893)  0.392
H (1.6598, 0.6492, 5.7146)  0.611
H (1.0387, 1.5833, 4.3466)  0.283
H (2.6409, -1.7429, 4.7527)  0.297
H (1.1169, -2.4126, 4.1277)  0.267
H (1.0528, -1.5019, 5.6391)  0.363
H (0.9746, 0.3817, 1.3604)  0.289
H (-4.3728, 2.5447, -1.3307)  0.174
H (-4.9806, 0.6789, -2.5439)  0.190
H (0.6941, -1.3238, -3.6866)  0.566
H (-0.9760, -1.2550, -4.1333)  0.604
H (-0.1577, -3.6405, -4.0045)  0.681
H (-1.6693, -3.1700, -3.2268)  0.180
H (-0.8225, -4.6325, -1.7116)  0.260
H (-0.3603, -3.1237, -0.9202)  0.317
H (1.8271, -3.8562, -1.0176)  0.460
H (1.7945, -3.9310, -2.7693)  0.354
H (0.9481, -5.9083, 0.0936)  0.618
H (1.6654, -7.3492, -0.7667)  0.386
H (2.7103, -5.9288, -0.4176)  0.005
H (1.9754, 1.2326, -0.6971)  0.378
H (2.5707, -0.7226, -2.7591)  0.387
K (5.7195, 1.9082, 3.3489)  0.912
Cl (-7.4671, -3.7894, -3.5807)  -0.167
C (-6.6778, -2.8331, -2.3076)  -0.483
C (-5.1773, -2.8209, -2.4561)  -0.057
Cl (-4.4625, -4.4280, -2.1250)  -0.188
H (-6.9822, -3.2366, -1.3442)  0.359
H (-7.0625, -1.8167, -2.3876)  0.305
H (-4.7402, -2.1257, -1.7382)  -0.068
H (-4.8763, -2.5170, -3.4565)  0.327
Br (4.1840, -2.0772, -3.6334)  -0.337
C (-10.0641, -6.1075, -5.1237)  -0.473
C (-11.5281, -6.1111, -5.1383)  0.237
N (-12.6792, -6.1118, -5.1497)  -0.321
H (-9.6842, -5.8938, -6.1213)  0.276
H (-9.7046, -5.3450, -4.4344)  0.014
H (-9.6940, -7.0798, -4.8036)  0.279
Be (-1.6747, -5.5621, -3.2109)  0.673
Br (-0.8046, -7.2905, -0.1666)  -0.433
Br (-3.0609, 0.5512, 2.9808)  0.004
Al (3.5718, -7.9078, 0.3528)  0.812

Atomic forces in eV per Å
-0.1 0.5 0.4
1.0 -1.6 -0.5
-1.4 0.1 0.9
-0.1 0.5 -1.5
-0.1 -0.3 0.6
2.1 -0.3 0.9
-0.7 0.2 0.4
0.9 -0.1 -0.4
-0.3 0.3 0.1
-0.3 0.2 0.1
-0.1 -0.5 0.0
-0.3 0.0 -0.4
0.5 0.1 -0.8
-0.4 -1.5 -0.3
0.1 0.8 0.7
1.0 -0.3 -0.1
0.2 0.0 1.1
-0.4 -1.0 0.2
0.2 2.3 -0.3
0.5 -0.3 -0.5
0.2 0.0 0.6
-0.7 -0.3 -0.5
0.3 0.4 -0.9
-0.2 -0.6 -0.4
0.1 0.2 1.1
-0.4 1.0 0.0
-1.0 -1.2 1.0
0.2 0.2 -0.1
-0.2 -0.1 0.1
0.0 0.0 -0.1
0.3 -0.8 -0.3
-0.3 -0.1 -0.9
-1.2 0.8 0.6
0.8 -0.9 -0.9
-0.6 1.1 0.1
1.0 0.1 -0.2
1.2 0.7 0.2
0.2 0.9 -0.2
1.2 -1.6 1.1
-1.3 -0.2 -0.7
-2.4 2.0 1.9
-0.5 -0.1 0.6
0.3 0.9 0.0
1.7 0.0 -8.1
-0.2 0.1 -0.1
0.0 0.5 0.0
-0.3 0.4 0.0
-0.4 -0.4 -0.1
-0.1 0.3 0.0
0.0 -0.3 0.1
0.0 0.0 -0.5
-0.3 -0.4 -0.1
-0.1 0.2 -0.2
0.0 0.2 -0.1
0.1 0.2 0.1
-0.2 -0.1 0.4
-0.2 0.1 0.5
-0.2 -0.1 0.1
-0.1 0.2 -0.2
-2.4 0.5 0.2
0.5 0.0 0.1
-0.6 0.3 0.9
-0.2 -0.6 -1.0
-0.2 -0.2 -0.2
0.2 -0.1 0.0
-0.2 0.2 0.2
0.2 0.2 0.1
0.4 -0.1 0.0
-0.1 0.0 0.2
0.3 -0.2 -0.4
0.6 0.5 -0.3
-0.1 -0.1 0.4
0.4 0.0 0.1
0.3 0.3 0.1
0.2 0.1 -0.1
0.2 0.3 0.5
-0.2 0.0 -0.3
0.1 -0.6 -0.1
-0.1 -0.3 0.1
0.9 -0.4 0.3
-0.4 0.3 -0.1
-0.3 0.3 -0.4
0.5 0.3 -0.1
0.2 -0.4 -0.3
0.6 -1.9 7.7
0.1 0.0 0.0
-0.2 -0.1 0.0
0.0 0.5 -0.1
0.4 -0.3 -0.1
0.0 0.0 0.0
0.1 0.0 0.0
-0.1 -0.1 0.1
-0.1 -0.2 0.0
1.4 -0.7 -1.3
-0.2 0.0 0.0
-0.4 0.0 0.0
0.6 0.0 0.0
0.0 0.0 0.0
0.0 0.0 0.0
0.0 0.0 0.0
0.0 -0.4 1.1
-2.3 -0.3 -0.7
0.7 0.8 -1.2
0.1 -0.3 0.1

No. 4
C20H61BF4N5O8 | ωB97M-V/def2-TZVPD

* orbital gap: 8.918 eV
* energy relative to the best compared isomer or geometry (same formula, charge and spin): 0.030 eV
* net charge: -1
* LUMO energy: 2.510 eV

Each line ends with the Mulliken charge.
Element x y z (Å)
B (-0.5473, -0.9449, 0.3282)  0.596
F (0.7795, -0.7975, -0.1300)  -0.313
F (-0.6888, -2.1194, 1.0999)  -0.521
F (-0.8498, 0.1849, 1.1003)  0.305
F (-1.4006, -1.0486, -0.7939)  -0.608
O (0.9486, -0.6872, -2.9217)  -0.717
H (0.5967, -0.8254, -2.0287)  0.168
H (0.5445, 0.1275, -3.2353)  0.299
O (-3.5322, -0.8662, 1.6405)  -0.656
H (-3.6195, -1.4162, 0.8557)  0.324
H (-2.7047, -1.1586, 2.0383)  0.295
O (1.0467, -4.2151, 0.7608)  -0.641
H (0.2465, -3.6628, 0.7255)  0.327
H (1.2805, -4.2337, 1.6927)  0.257
C (-0.0920, 3.6647, 0.8356)  -1.131
C (-0.2026, 3.5596, 2.3528)  2.038
C (-0.3238, 4.9193, 3.0321)  -1.117
O (-0.9853, 5.8955, 2.2635)  -0.403
C (-2.3871, 5.8377, 2.3622)  -0.533
N (-1.2545, 2.5900, 2.7101)  -0.646
H (0.5995, 4.4557, 0.4924)  0.405
H (-1.0071, 4.0434, 0.3737)  0.229
H (0.2874, 2.7776, 0.3310)  0.257
H (0.6840, 3.0500, 2.7455)  -1.111
H (0.6882, 5.2475, 3.2734)  0.403
H (-0.8305, 4.7849, 3.9969)  0.439
H (-2.7747, 6.7570, 1.9211)  0.245
H (-2.7302, 5.8103, 3.4020)  0.315
H (-2.7975, 4.9892, 1.8056)  0.086
H (-2.1520, 2.8292, 2.2943)  0.304
H (-1.0588, 1.6810, 2.2987)  0.144
C (2.1716, -1.2090, 3.3588)  -1.512
C (1.8991, 0.2675, 3.1279)  1.341
C (2.6906, 1.1234, 4.0940)  -1.025
O (2.3432, 0.8688, 5.4352)  -0.384
C (2.6718, 1.9503, 6.2752)  -0.796
N (2.3620, 0.6217, 1.7771)  0.017
H (1.5617, -1.8578, 2.7259)  0.144
H (2.0333, -1.4828, 4.4057)  0.450
H (3.2051, -1.4679, 3.1025)  0.285
H (0.8238, 0.4478, 3.2253)  0.049
H (2.4919, 2.1786, 3.8370)  0.398
H (3.7716, 1.0093, 3.9359)  0.440
H (2.6123, 1.6521, 7.3181)  0.261
H (1.9438, 2.7578, 6.1012)  0.254
H (3.6547, 2.3671, 6.0283)  0.331
H (2.0840, -0.0532, 1.0713)  -0.303
H (1.8504, 1.4569, 1.4975)  0.070
C (4.7931, -1.7593, 0.3379)  -1.193
C (5.2682, -0.3646, -0.0484)  0.410
C (4.3729, 0.2563, -1.1154)  0.010
O (4.9515, 1.5062, -1.4712)  -0.404
C (4.1300, 2.2234, -2.3558)  -0.576
N (5.3698, 0.4877, 1.1595)  -0.908
H (3.7205, -1.7365, 0.5397)  -0.054
H (5.3222, -2.1355, 1.2116)  0.367
H (4.9662, -2.4528, -0.4879)  0.462
H (6.2849, -0.4015, -0.4528)  0.373
H (3.3517, 0.3996, -0.7469)  -0.205
H (4.3075, -0.3767, -2.0102)  0.421
H (3.9966, 1.6776, -3.2982)  0.281
H (4.5978, 3.1825, -2.5787)  0.256
H (3.1418, 2.4189, -1.9216)  0.170
H (4.4346, 0.5427, 1.5921)  0.255
H (5.4601, 1.4298, 0.7750)  0.340
C (-0.0627, -5.4335, -4.0801)  -1.495
C (-0.7747, -4.5099, -3.1087)  0.373
C (-1.7429, -5.2124, -2.1675)  -0.374
O (-2.8583, -5.6994, -2.8687)  -0.346
C (-3.7997, -6.3036, -2.0341)  -0.744
N (0.2285, -3.6835, -2.4131)  -0.422
H (-0.7770, -6.1084, -4.5695)  0.343
H (0.6320, -6.0963, -3.5547)  0.349
H (0.4096, -4.9150, -4.9116)  0.342
H (-1.3505, -3.8077, -3.7239)  0.255
H (-2.0702, -4.4177, -1.4772)  0.264
H (-1.2038, -5.9550, -1.5628)  0.347
H (-4.2515, -5.5723, -1.3507)  0.284
H (-3.4358, -7.1878, -1.5018)  0.310
H (-4.6440, -6.6484, -2.6395)  0.261
H (0.8007, -4.3346, -1.8708)  0.310
H (-0.2829, -3.1610, -1.7010)  -0.148
C (-4.3744, 2.9296, -1.8707)  -1.570
C (-3.8178, 1.5086, -1.8987)  0.716
C (-3.7828, 0.9165, -3.2836)  -0.450
O (-5.0817, 0.9309, -3.8454)  -0.316
C (-5.1770, 0.1083, -4.9725)  -0.726
N (-2.4431, 1.5583, -1.3714)  -0.543
H (-5.3721, 2.8997, -2.3138)  0.421
H (-3.6779, 3.6025, -2.3693)  0.322
H (-4.5319, 3.2868, -0.8499)  0.383
H (-4.3735, 0.8871, -1.1839)  0.208
H (-3.3963, -0.1098, -3.2226)  0.201
H (-3.0930, 1.4868, -3.9205)  0.291
H (-4.4958, 0.4485, -5.7605)  0.290
H (-6.2111, 0.0620, -5.3035)  0.267
H (-4.8811, -0.9256, -4.7430)  0.269
H (-2.4281, 2.0644, -0.4935)  0.074
H (-2.0826, 0.6342, -1.1302)  0.191

Atomic forces in eV per Å
0.2 0.3 -0.1
-0.2 -0.4 -0.1
-0.1 0.2 0.1
-0.1 -0.3 -0.1
0.1 -0.2 0.2
0.0 0.2 -0.2
0.2 0.1 -0.3
-0.1 0.0 0.2
-0.3 -0.1 0.1
0.1 0.1 0.0
0.1 0.1 -0.1
-0.2 -0.2 -0.1
0.4 0.0 0.1
0.0 0.1 0.0
0.9 1.5 -0.7
-0.3 -1.4 -0.7
0.0 -0.7 0.4
0.2 0.3 0.2
-0.1 0.3 -0.2
-0.6 0.2 0.3
0.2 -0.1 0.5
-0.3 -0.6 0.1
-0.5 -0.4 0.2
0.3 0.4 0.0
0.0 0.4 -0.3
-0.1 0.0 0.0
0.0 -0.1 -0.1
0.1 -0.2 0.0
-0.1 -0.1 0.1
0.1 0.2 0.1
0.2 0.2 0.1
0.3 -0.5 0.1
0.3 -0.9 -0.5
0.0 0.8 -0.2
0.1 -0.2 0.3
-0.4 0.5 -0.6
-0.3 0.7 0.1
-0.3 0.2 0.1
-0.2 0.0 0.0
0.1 0.3 0.0
0.0 0.1 0.3
-0.1 0.0 0.1
0.0 -0.3 0.0
0.1 -0.2 0.0
0.1 0.0 0.2
0.1 -0.2 0.2
-0.1 -0.2 0.4
0.2 0.1 -0.1
0.0 0.1 -0.5
0.1 0.2 0.6
0.3 -0.1 -0.1
-0.1 0.1 0.0
-0.1 0.1 -0.2
-0.5 0.4 -0.4
0.0 -0.1 0.1
0.0 0.1 0.1
-0.1 0.0 0.0
-0.1 -0.2 -0.1
0.0 0.0 0.1
0.0 -0.1 0.0
-0.1 0.0 0.0
0.1 0.0 0.1
0.0 -0.1 0.0
0.3 -0.3 -0.2
0.3 0.0 0.3
-0.6 -0.9 -0.2
0.4 0.7 -0.9
0.4 1.1 0.3
0.3 -0.6 -0.2
-1.0 0.0 -0.1
-0.6 -1.0 0.6
-0.1 0.1 0.2
0.3 0.2 -0.1
0.4 0.2 0.3
-0.2 -0.1 0.2
-0.1 -0.2 0.2
-0.2 -0.3 -0.2
0.3 -0.1 0.3
0.3 0.2 0.2
0.2 0.0 -0.2
0.2 0.3 0.0
0.3 0.3 -0.2
-0.5 -0.6 0.1
0.8 0.5 1.5
0.0 -0.1 -0.1
-0.2 -0.1 0.2
0.4 -0.5 0.0
0.4 0.0 -0.3
0.2 0.4 -0.3
-0.2 0.1 -0.2
0.3 -0.1 0.1
-0.6 -0.1 -0.6
-0.1 0.0 0.0
0.0 0.1 0.1
-0.2 0.1 -0.2
0.0 0.3 -0.1
0.0 0.0 0.1
-0.1 0.1 -0.1
-0.3 0.3 -0.3

No. 5
C7H11NO | ωB97M-V/def2-TZVPD

* orbital gap: 9.684 eV
* SMILES string: C1O[C@H]2C[C@@H]1C[C@H]1N[C@H]21
* energy relative to the best compared isomer or geometry (same formula, charge and spin): 4.329 eV
* net charge: 0
* LUMO energy: 0.982 eV

Each line ends with the natural charge from an NBO analysis.
Element x y z (Å)
C (0.2807, -1.4572, -0.9785)  -0.083
O (-0.8340, -0.7516, -1.5265)  -0.517
C (-1.3157, 0.1303, -0.5973)  0.088
C (-1.2496, -0.6915, 0.6874)  -0.432
C (0.2875, -1.0976, 0.5343)  -0.241
C (1.2483, 0.0939, 0.8532)  -0.400
C (0.4167, 1.3165, 0.5890)  -0.103
N (0.2330, 2.6223, -0.0308)  -0.538
C (-0.2739, 1.2690, -0.7042)  -0.147
H (0.2613, -2.5255, -1.1300)  0.193
H (1.2210, -1.0765, -1.4373)  0.171
H (-2.2979, 0.4922, -0.8568)  0.201
H (-1.5228, -0.2139, 1.6334)  0.221
H (-1.8507, -1.6453, 0.5905)  0.225
H (0.5262, -1.9712, 1.1213)  0.221
H (1.6691, 0.0748, 1.8988)  0.210
H (2.0915, 0.0409, 0.1386)  0.202
H (-0.1751, 1.3874, 1.4903)  0.183
H (1.0012, 2.9347, -0.6738)  0.349
H (0.2833, 1.0682, -1.6016)  0.198

Atomic forces in eV per Å
1.1 1.3 0.8
0.1 -1.9 -1.9
-1.9 1.8 0.4
1.1 -1.0 0.2
-0.8 0.3 0.1
2.0 0.1 0.0
0.7 -0.1 0.6
0.2 -0.5 -1.5
0.2 0.8 1.9
-0.6 -0.3 -0.3
-0.5 -0.3 0.1
-0.6 -0.5 -0.3
0.2 0.0 -0.3
0.4 1.2 -0.1
0.2 -0.2 0.3
-0.5 -0.1 -1.0
-0.1 -0.1 0.4
-1.0 -0.1 -0.2
-0.8 -0.6 0.7
0.7 0.0 0.1